No. 1
A molecular structure, C23H37ClN2O3RhSi. Source: the Open Molecules 2025 dataset; level of theory: ωB97M-V/def2-TZVPD.

Frontier orbital gap (alpha / beta) ... 3.3960 / 7.3910 eV
E_LUMO (alpha / beta) ... 2.89 / 2.85 eV
Highest occupied orbital energy (alpha / beta) ... -0.50 / -4.54 eV
Charge ... -1
Multiplicity ... 5

The geometry in XYZ format:
```
68
C23H37ClN2O3RhSi (ωB97M-V/def2-TZVPD)
Rh -0.06528 -0.05424 -0.27860
Cl 1.61848 -0.12166 -1.87888
N 0.05829 2.02001 -0.30853
N -0.03851 -2.15967 -0.19038
C -0.88267 2.81957 -0.76367
C -0.83897 -2.94823 -0.84737
C 1.19085 2.85143 0.15601
C 0.51400 4.21039 0.31345
C 2.29742 2.97698 -0.88683
C 1.81041 2.32993 1.42984
H 1.88793 3.17021 -1.88711
H 2.91071 2.07146 -0.91795
H 2.91877 3.83296 -0.58683
H 1.09457 2.37708 2.25561
H 2.66703 2.97141 1.66287
H 2.15858 1.30090 1.29880
C 0.94395 -2.98024 0.55150
C 0.70462 -4.36942 -0.02876
C 0.63450 -3.03202 2.03891
C 2.36144 -2.46199 0.39143
H 2.65101 -2.42571 -0.66061
H 3.02731 -3.13897 0.93846
H 2.45149 -1.45454 0.81135
H -0.42111 -3.29601 2.20104
H 0.84617 -2.07618 2.52585
H 1.27129 -3.81011 2.48166
O -0.51189 -4.24132 -0.82578
H 0.51048 -5.12772 0.74114
H 1.51487 -4.71267 -0.68288
O -0.67613 4.11523 -0.52972
H 1.11709 5.05436 -0.03405
H 0.18621 4.38888 1.34831
C -2.09979 2.42742 -1.52056
C -2.05666 -2.54984 -1.60900
C -1.71212 -1.27675 -2.28677
H -2.85993 -2.39717 -0.87573
H -2.33451 -3.35056 -2.29121
C -1.86114 -0.05958 -1.54392
C -1.74505 1.18483 -2.25045
H -2.40154 -0.07951 -0.57825
C -1.22492 1.20520 -3.53415
C -0.95010 -0.00775 -4.17678
C -0.91051 2.50344 -4.23195
C -1.18124 -1.24368 -3.56531
H -0.58793 0.01223 -5.20510
C -0.81420 -2.51641 -4.28572
H -0.52667 -2.27370 -5.31592
H -1.66130 -3.21388 -4.31947
H 0.03623 -3.02954 -3.80773
H -1.76618 3.18908 -4.21195
H -0.66278 2.29328 -5.27907
H -0.04705 3.02070 -3.78350
H -2.39905 3.24739 -2.17818
H -2.89587 2.24489 -0.78506
C 1.53998 0.01527 4.13776
Si -0.27676 0.18569 3.58165
C -1.17964 -1.26201 4.40493
C -1.01742 1.82755 4.19187
O -0.39156 0.07024 2.00063
H 1.58735 0.04184 5.23433
H 2.17589 0.82007 3.74883
H 1.98510 -0.93246 3.81368
H -1.30689 -1.09255 5.48175
H -2.17400 -1.38967 3.95953
H -0.63985 -2.20745 4.28003
H -0.42890 2.70252 3.88223
H -2.03372 1.95539 3.79091
H -1.09017 1.85541 5.28941
```

No. 2
A molecular structure, C23H37InN2O3Si4Te. Source: the Open Molecules 2025 dataset; level of theory: ωB97M-V/def2-TZVPD.

Frontier orbital gap ... 6.6559 eV
E_LUMO ... -1.20 eV
Highest occupied orbital energy ... -7.86 eV

The geometry in XYZ format:
```
71
C23H37InN2O3Si4Te (ωB97M-V/def2-TZVPD)
In 0.29553 0.20225 0.76667
O -2.55749 3.71821 -0.40723
C -3.41976 2.94249 -1.09498
C -4.64673 3.49905 -1.45677
C -5.57089 2.75350 -2.15723
C -5.29252 1.43783 -2.51939
C -4.08308 0.87968 -2.16348
C -3.13066 1.61202 -1.44728
C -1.84452 0.98571 -1.06009
O -0.98868 1.69305 -0.37414
N -1.64656 -0.25056 -1.45117
N -0.44557 -0.75112 -1.02922
C 0.07263 -1.73575 -1.67157
C 1.39241 -2.27011 -1.46242
C 1.78357 -3.31506 -2.32000
C 3.06426 -3.80868 -2.33136
C 4.01383 -3.22621 -1.48847
C 3.66374 -2.20933 -0.63137
C 2.34071 -1.73436 -0.54520
O 2.07169 -0.85858 0.40030
H -1.77363 3.16989 -0.20575
H -4.84871 4.52150 -1.16524
H -6.51863 3.20390 -2.42484
H -6.02027 0.86022 -3.07317
H -3.84210 -0.13847 -2.42937
H -0.50819 -2.13430 -2.50224
H 1.03760 -3.71701 -2.99636
H 3.33457 -4.62054 -2.99240
H 5.03520 -3.58522 -1.50905
H 4.40026 -1.76141 0.02333
C -0.28879 -3.59019 4.91806
Si 0.62923 -2.15463 5.73082
C 2.46247 -2.28061 5.27598
C 0.46985 -2.29047 7.61396
Si -0.30603 -0.06615 5.12712
Te -1.39129 -0.24997 2.78442
Si 1.26873 1.67261 5.36663
C 2.82498 1.50103 4.30619
C 0.53381 3.38359 5.04130
C 1.74169 1.50717 7.19403
Si -2.35106 0.41482 6.23560
C -2.09990 0.74099 8.08295
C -3.51032 -1.06454 6.01589
C -3.18009 1.93987 5.48788
H 0.12949 -4.55194 5.22232
H -0.22283 -3.52581 3.82983
H -1.34832 -3.58654 5.18440
H 2.84266 -3.28393 5.47948
H 3.06713 -1.57602 5.85210
H 2.62634 -2.07472 4.21558
H 0.92026 -3.21562 7.98064
H -0.57749 -2.28393 7.92510
H 0.96846 -1.45720 8.11471
H 2.58429 1.50362 3.24012
H 3.35933 0.57348 4.52118
H 3.51229 2.32956 4.48891
H 0.14776 3.45919 4.02222
H 1.28601 4.16490 5.16953
H -0.28924 3.60088 5.72524
H 2.28148 0.57361 7.37176
H 0.85111 1.49718 7.82712
H 2.38012 2.32776 7.52860
H -1.56488 -0.07383 8.57557
H -3.06797 0.85222 8.57661
H -1.53580 1.66107 8.25047
H -3.14659 -1.94726 6.54697
H -3.60046 -1.32690 4.95859
H -4.51157 -0.83924 6.38828
H -2.58621 2.84181 5.65013
H -4.16488 2.10487 5.93044
H -3.31376 1.82277 4.41105
```

No. 3
A molecular structure, C23H37LaN8OSSi. Source: the Open Molecules 2025 dataset; level of theory: ωB97M-V/def2-TZVPD.

Frontier orbital gap ... 7.6245 eV
E_LUMO ... 0.29 eV
Highest occupied orbital energy ... -7.33 eV

The geometry in XYZ format:
```
72
C23H37LaN8OSSi (ωB97M-V/def2-TZVPD)
La -0.75526 -0.61278 -0.49314
N -2.88757 -4.51628 1.12787
C -2.77505 -3.17676 0.82931
S -2.99957 -2.74613 -0.84784
N -2.50865 -2.40135 1.84128
N -2.31177 -1.07741 1.44244
C -2.68980 -0.17007 2.25724
C -2.68896 1.26612 1.97376
C -3.00894 2.10838 3.04593
C -3.21001 3.46448 2.88764
C -3.13189 4.00575 1.60790
C -2.81677 3.20974 0.52544
C -2.55357 1.83761 0.67652
O -2.19476 1.12749 -0.37029
H -3.39585 -5.06765 0.45907
H -3.05167 -4.72296 2.10132
H -3.12319 -0.48025 3.20991
H -3.11441 1.66331 4.02947
H -3.44902 4.08579 3.73961
H -3.31479 5.06228 1.45279
H -2.75328 3.62154 -0.47315
C -0.36311 -1.92903 -4.03465
C -0.77543 -0.45931 -4.06842
N -0.12038 0.36399 -3.05138
C 1.32257 0.59069 -3.18001
C 2.20255 -0.59269 -2.79371
N 1.81823 -1.21020 -1.52686
C 1.92201 -2.66168 -1.50620
C 0.83591 -3.34959 -2.37265
N -0.31444 -2.49902 -2.68691
H -1.06654 -2.48061 -4.66766
H 0.60940 -2.05511 -4.50978
H -0.59690 -0.07864 -5.08442
H -1.85105 -0.38129 -3.88734
H -0.57448 1.27076 -3.02513
H 1.59574 0.91007 -4.19660
H 1.55947 1.41847 -2.51190
H 2.18720 -1.35995 -3.56626
H 3.23873 -0.23401 -2.77073
H 2.31637 -0.80190 -0.74567
H 2.90962 -3.01364 -1.83466
H 1.81142 -2.96797 -0.46536
H 1.28023 -3.74440 -3.29254
H 0.46735 -4.21711 -1.82202
H -1.17107 -3.00083 -2.47468
C 0.78683 -3.38478 2.11802
C 1.25694 -1.97791 2.35078
C 2.00100 -1.64703 3.46408
C 2.45249 -0.32883 3.57972
C 2.14619 0.60848 2.63018
C 1.34750 0.23829 1.51214
N 0.95898 -1.06960 1.40800
N 0.92394 1.04317 0.52627
Si 1.25447 2.74105 0.39823
C 3.09448 3.03616 0.10820
C 0.69426 3.70845 1.90703
C 0.31292 3.39275 -1.09434
H 1.56105 -3.96959 1.61400
H -0.12205 -3.41127 1.51789
H 0.56866 -3.88130 3.06292
H 2.22612 -2.39218 4.21353
H 3.05108 -0.03979 4.43596
H 2.49844 1.62409 2.73531
H 3.69708 2.85225 0.99911
H 3.28078 4.06696 -0.20469
H 3.46683 2.37990 -0.68344
H 1.15355 3.37781 2.83856
H -0.38851 3.64616 2.03050
H 0.95052 4.76379 1.76779
H 0.92452 3.41556 -1.99893
H -0.02370 4.41622 -0.91438
H -0.58295 2.79332 -1.26997
```

No. 4
A molecular structure, C23H37N3O2PtS. Source: the Open Molecules 2025 dataset; level of theory: ωB97M-V/def2-TZVPD.

Frontier orbital gap (alpha / beta) ... 7.1873 / 4.6998 eV
E_LUMO (alpha / beta) ... -6.69 / -10.01 eV
Highest occupied orbital energy (alpha / beta) ... -13.88 / -14.71 eV
Charge ... +2
Multiplicity ... 5

The geometry in XYZ format:
```
67
C23H37N3O2PtS (ωB97M-V/def2-TZVPD)
Pt 9.40629 10.54543 10.70575
C 10.23305 10.94566 12.57266
C 10.58394 12.23130 11.84945
C 11.90017 12.11160 11.36699
C 12.38764 10.82249 11.77887
C 11.43922 10.16661 12.55004
C 11.64790 9.07382 13.52385
C 10.53231 8.06659 13.58732
C 12.93039 8.20849 13.20473
C 11.88392 9.68341 14.91705
C 12.71919 13.03692 10.38799
C 14.05851 12.37115 10.06846
C 11.94758 13.15718 9.09960
C 12.93993 14.35239 11.12994
C 9.62713 13.49686 11.99752
C 10.15393 14.48862 13.08371
C 9.46873 14.29004 10.64712
C 8.27925 12.91208 12.45305
H 9.49480 10.80756 13.31620
H 13.43379 10.52151 11.58641
H 10.41970 7.48600 12.65030
H 9.58546 8.60641 13.76595
H 10.58171 7.37756 14.37386
H 12.99519 7.92507 12.14927
H 12.84825 7.25426 13.76325
H 13.92134 8.69717 13.38549
H 10.95806 10.12240 15.35373
H 12.62155 10.44655 14.84927
H 12.25263 8.93939 15.64122
H 13.88352 11.34472 9.68520
H 14.60771 12.30855 11.06101
H 14.70249 12.96236 9.38157
H 10.94824 12.69836 9.13775
H 12.39578 12.70083 8.15621
H 11.75316 14.21962 8.88785
H 13.04014 14.04956 12.21050
H 12.12752 15.00319 11.05631
H 13.83742 14.93890 10.78537
H 11.19766 14.75671 12.91856
H 10.07960 14.10090 14.10641
H 9.45976 15.33134 13.05954
H 10.36864 14.84684 10.50788
H 8.65479 14.97714 10.75531
H 9.26083 13.63020 9.80507
H 8.52383 12.48680 13.41610
H 7.84850 12.13007 11.77886
H 7.54301 13.73169 12.57131
O 8.54843 10.81817 8.82430
N 7.32265 10.14841 8.60770
C 6.64128 10.29182 7.41236
C 5.44076 9.68686 7.32506
C 5.08206 8.73617 8.23741
C 5.94809 8.40330 9.24994
C 7.11126 9.12639 9.50673
S 8.03868 8.68512 10.85244
H 6.99030 11.03791 6.73683
H 4.84657 9.93798 6.43600
H 4.20319 8.17124 8.07642
H 5.62053 7.61738 9.93993
N 10.31780 5.84055 8.27760
C 10.78602 5.70676 9.58246
N 10.44389 4.55504 10.14186
O 11.47355 6.56453 10.20741
H 9.56927 5.17158 7.94082
H 10.09639 6.79180 7.98017
H 10.27417 3.70170 9.59658
H 11.12382 4.31247 10.90885
```

No. 5
A molecular structure, C23H38Cl2N7O6P2V. Source: the Open Molecules 2025 dataset; level of theory: ωB97M-V/def2-TZVPD.

Frontier orbital gap (alpha / beta) ... 7.9916 / 8.7041 eV
E_LUMO (alpha / beta) ... -5.85 / -5.18 eV
Highest occupied orbital energy (alpha / beta) ... -13.84 / -13.88 eV
Charge ... +2
Multiplicity ... 3

The geometry in XYZ format:
```
79
C23H38Cl2N7O6P2V (ωB97M-V/def2-TZVPD)
V 0.10089 -0.19444 -0.16093
C -0.78983 -0.72763 -4.00089
N -2.18408 -0.56186 -3.57396
C -3.17942 -1.08907 -4.51284
P -2.61836 -0.29709 -2.04243
O -1.48558 0.36683 -1.29044
O -3.01525 -1.66182 -1.28726
P -2.13360 -2.66627 -0.36766
O -0.83014 -1.96892 -0.07939
N -1.90955 -4.06557 -1.12557
C -3.00109 -5.02555 -1.32663
C -0.74198 -4.30156 -1.98405
N -3.12026 -2.93320 0.89344
C -2.75285 -3.99118 1.84755
C -3.84751 -1.82813 1.52124
N -4.01098 0.52896 -1.97506
C -4.01574 1.84710 -2.62359
C -5.34662 -0.02880 -1.74883
H -0.70606 -0.37117 -5.02663
H -0.47356 -1.77233 -3.96339
H -0.13155 -0.13673 -3.37102
H -3.03220 -0.62354 -5.48638
H -4.18752 -0.86095 -4.17233
H -3.08372 -2.17142 -4.62284
H -3.84083 -4.79827 -0.67634
H -2.63977 -6.02899 -1.10123
H -3.33851 -5.00189 -2.36429
H -0.02526 -3.48803 -1.92042
H -1.06277 -4.39742 -3.02336
H -0.25319 -5.23039 -1.68808
H -2.22137 -4.79371 1.34293
H -3.66412 -4.39645 2.28523
H -2.12020 -3.59605 2.64534
H -4.17408 -1.10712 0.77589
H -3.23299 -1.32542 2.27453
H -4.73362 -2.22833 2.01238
H -3.00238 2.23730 -2.70353
H -4.60529 2.53741 -2.02119
H -4.45181 1.79078 -3.62336
H -5.28602 -1.03549 -1.34921
H -5.91250 -0.05721 -2.68289
H -5.88604 0.60296 -1.04264
O -1.18624 0.70193 1.35314
C -0.79093 1.99546 1.84636
C 0.19088 2.64399 0.90212
C 0.54106 3.97477 1.03168
C 1.46729 4.51050 0.14988
C 2.00879 3.69873 -0.83464
C 1.61033 2.37910 -0.90219
N 0.71816 1.85585 -0.04593
H -1.98995 0.81565 0.82294
H -0.35001 1.83880 2.83130
H -1.67061 2.62408 1.98179
H 0.09146 4.58172 1.80646
H 1.75710 5.54964 0.22878
H 2.73168 4.07535 -1.54357
H 2.00779 1.70447 -1.64814
N 2.92264 -0.69060 2.95759
C 2.00365 -0.03519 2.24026
N 1.40132 -0.80706 1.35898
C 2.00667 -2.06794 1.48923
C 1.83853 -3.25133 0.76982
C 2.63056 -4.32382 1.12086
C 3.57132 -4.24412 2.16071
C 3.75766 -3.07873 2.87070
C 2.96098 -1.99989 2.50368
H 3.49609 -0.28725 3.68081
H 1.81522 1.01659 2.37865
H 1.13001 -3.32228 -0.03887
H 2.53268 -5.25307 0.57601
H 4.17030 -5.11207 2.39875
H 4.49229 -3.00528 3.66057
Cl 3.71816 0.36281 -3.31857
C 3.63616 -0.94108 -2.11685
Cl 4.22221 -0.39159 -0.53855
C 2.18710 -1.43033 -2.07275
O 1.88763 -2.45434 -2.63091
O 1.33925 -0.62195 -1.48671
H 4.27717 -1.74756 -2.45213
```

No. 6
6 unconnected molecules or ions with the total composition C23H38N2O12. Source: the Open Molecules 2025 dataset; level of theory: ωB97M-V/def2-TZVPD.

Frontier orbital gap ... 10.5820 eV
E_LUMO ... 0.37 eV
SMILES ... C[C@H]1COC(=O)O1.C[C@H]1COC(=O)O1.C[C@H]1COC(=O)O1.COC(=O)OC.CCCC#N.CCCC#N
Highest occupied orbital energy ... -10.21 eV

The geometry in XYZ format:
```
75
C23H38N2O12 (ωB97M-V/def2-TZVPD)
C 14.45347 -13.23363 15.46846
C 14.86102 -12.48444 16.72540
C 15.50591 -11.14871 16.47640
O 14.70462 -10.22893 17.10134
C 13.54794 -10.81075 17.53796
O 12.64238 -10.31457 18.17295
O 13.63929 -12.15325 17.28934
H 13.78727 -13.98585 15.90612
H 15.06824 -13.65762 14.65542
H 13.71339 -12.61630 15.06193
H 15.52327 -13.04984 17.42300
H 15.28341 -10.87858 15.42602
H 16.52245 -11.22456 16.64656
C 11.81706 -10.01030 21.39883
C 12.77200 -8.89532 21.16952
C 13.39247 -8.39588 22.47642
O 14.73824 -8.81301 22.47953
C 15.06989 -9.41685 21.37503
O 16.21654 -9.92836 21.15383
O 13.95508 -9.56434 20.59899
H 11.48107 -10.30093 20.44938
H 10.98796 -9.56874 21.87987
H 12.17843 -10.85255 21.97267
H 12.43205 -8.06269 20.55964
H 12.90505 -8.73477 23.37400
H 13.36584 -7.39510 22.69445
C 11.31834 -15.49427 16.64874
C 11.13083 -15.88014 15.13114
C 10.65415 -14.65605 14.27841
O 11.86580 -14.33312 13.62573
C 12.79515 -15.29946 13.77511
O 13.90468 -15.22552 13.30464
O 12.34944 -16.25819 14.50957
H 11.45565 -16.44560 17.17581
H 10.39463 -15.08105 17.08205
H 12.26052 -15.00427 16.93582
H 10.26184 -16.63797 15.13255
H 10.24359 -14.00769 14.93927
H 9.81570 -14.90548 13.53660
C 9.76556 -12.79560 21.94267
O 10.74633 -12.78595 20.86803
C 10.22820 -12.46463 19.69776
O 8.84231 -11.94515 19.68464
O 10.92978 -12.59483 18.58215
C 10.38531 -12.27562 17.29036
H 8.84994 -13.34530 21.78320
H 9.43698 -11.75814 22.15592
H 10.30063 -13.23648 22.78127
H 9.51205 -12.93964 17.20293
H 11.09698 -12.64858 16.55325
H 10.19054 -11.23025 17.29044
C 15.95626 -12.67931 19.83501
C 15.17281 -13.95774 19.92731
C 13.68325 -13.59950 20.30190
C 12.84790 -14.82757 20.11087
N 12.27602 -15.81505 19.97033
H 16.01049 -12.20845 20.80869
H 15.41802 -11.99872 19.22306
H 16.97452 -12.83621 19.43581
H 15.68871 -14.69083 20.40324
H 15.16864 -14.32487 18.89528
H 13.27720 -12.76862 19.67463
H 13.67527 -13.28808 21.39016
C 7.31619 -15.82566 18.24896
C 7.77923 -15.40767 19.73389
C 8.84858 -16.24714 20.37530
C 8.57678 -17.75271 20.33537
N 8.38366 -18.90928 20.33257
H 8.13298 -15.97229 17.61391
H 6.62720 -15.13066 17.80879
H 6.67772 -16.69233 18.26771
H 6.87781 -15.15909 20.33733
H 8.06367 -14.36496 19.59419
H 8.92264 -15.90573 21.37584
H 9.74883 -16.12378 19.90347
```

In order of appearance, largest force on an atom = 3.2 1.1 1.1 4.2 0.4 9.2 eV/Å.
In order of appearance, total energy = -56984.1549 -77555.7188 -57998.6743 -47077.2268 -116490.6388 -52012.6883 eV.
In order of appearance, relative energy (zero: lowest compared OMol25 entry of this formula, charge and spin) = 0.0 0.0 7.2 45.4 9.9 34.5 kcal/mol.